Density functional theory data (wB97M-V/def2-TZVPD) for the molecule C19H22ClN3O3.

Computed properties:
HOMO-LUMO gap ... 8.934 eV
E_tot ... -43195.79214 eV
HOMO level ... -8.79 eV
Total charge ... 0
LUMO energy ... 0.148 eV

Each line ends with the Mulliken charge.
Positions of all 48 atoms, in Å:
Cl -1.938 0.039 5.188  -0.229
O 1.065 4.194 -2.028  -0.651
O 1.442 -2.875 0.779  -0.620
O -0.461 2.695 -2.719  -0.163
N -0.236 -0.337 -2.082  0.746
N 3.870 1.299 -2.762  -1.017
N 3.096 2.332 -2.506  0.455
C -2.356 -0.843 -1.007  -0.652
C 3.059 0.308 -3.091  -0.981
C -1.061 -1.263 4.459  -0.006
C 0.055 -2.190 2.550  0.762
C -2.819 3.037 -2.886  -1.017
C -0.070 -3.430 4.615  -0.497
C 1.778 2.047 -2.665  -0.376
C -1.491 3.659 -2.501  -0.302
C 1.716 0.711 -3.053  1.591
C 0.479 -1.225 -1.186  -1.596
C -1.655 -1.737 0.010  -1.068
C -1.578 -0.827 -2.320  -1.039
C -0.782 -2.398 5.204  -0.473
C 0.533 -2.161 1.138  -0.136
C 0.778 3.087 -2.431  0.275
C 0.500 -0.109 -3.317  -1.150
C -0.209 -1.253 0.179  1.030
C -0.653 -1.147 3.142  -0.385
C 0.349 -3.326 3.303  -0.712
H -0.158 0.440 -3.996  0.537
H -2.809 2.751 -3.935  0.287
H -1.481 3.955 -1.446  0.337
H -2.067 -0.158 -3.031  0.518
H -1.570 -1.845 -2.754  0.321
H 3.455 -0.655 -3.344  0.532
H 1.501 -0.860 -1.068  0.430
H 0.909 -4.121 2.833  0.442
H -2.183 -1.719 0.965  0.516
H 3.475 3.225 -2.227  0.219
H -0.873 -0.240 2.603  0.488
H -1.645 -2.769 -0.352  0.360
H -1.277 4.550 -3.103  0.332
H 0.533 -2.254 -1.586  0.166
H -3.620 3.752 -2.722  0.426
H 0.797 -1.057 -3.801  0.484
H -3.372 -1.199 -1.186  0.437
H 0.157 -4.316 5.188  0.393
H -0.220 -0.233 0.573  0.139
H -3.004 2.150 -2.286  0.109
H -1.113 -2.467 6.228  0.428
H -2.407 0.175 -0.617  0.309

---

Density functional theory data (wB97M-V/def2-TZVPD) for a cluster of 3 separate species, C6H20BO4P in total at a distorted geometry.

Computed properties:
HOMO-LUMO gap ... 9.129 eV
E_tot ... -24701.93743 eV
HOMO level ... -8.98 eV
Total charge ... 0
LUMO energy ... 0.153 eV

Each line ends with the Mulliken charge.
Positions of all 32 atoms, in Å:
P 0.646 1.883 -1.454  -0.308
O 1.587 1.637 1.401  -0.518
O -2.149 0.659 -2.894  -0.459
O -0.430 0.252 0.776  -0.499
O 2.852 -1.526 2.827  -0.558
C -2.993 0.071 -3.881  0.335
C -2.654 0.650 -5.245  -1.234
C 0.966 -0.818 4.137  -1.036
C 3.313 -0.634 5.011  -1.171
C 2.351 -1.445 4.158  0.338
C -2.815 -1.439 -3.860  -1.254
B 0.612 1.240 0.350  0.601
H -3.463 -1.923 -4.597  0.383
H -3.297 0.229 -6.024  0.376
H -1.609 0.449 -5.507  0.323
H -3.050 -1.841 -2.869  0.311
H -1.229 0.440 -3.118  0.288
H -4.027 0.323 -3.620  0.260
H 0.287 -1.406 3.510  0.269
H 2.963 -0.566 6.046  0.354
H -1.301 0.529 0.348  0.308
H 0.120 3.218 -1.586  0.083
H 0.998 0.190 3.709  0.201
H 1.348 2.557 1.761  0.293
H 4.309 -1.090 5.007  0.313
H 2.041 1.801 -1.852  0.078
H 3.429 0.381 4.614  0.271
H -2.775 1.739 -5.241  0.312
H -1.776 -1.714 -4.074  0.329
H 2.913 -0.623 2.474  0.334
H 2.286 -2.467 4.547  0.285
H 0.545 -0.756 5.146  0.389

---

Density functional theory data (wB97M-V/def2-TZVPD) for the molecule C3H4O3 at a distorted geometry.

Computed properties:
HOMO-LUMO gap ... 10.023 eV
E_tot ... -9315.40973 eV
HOMO level ... -9.91 eV
Total charge ... 0
LUMO energy ... 0.114 eV

Each line ends with the Mulliken charge.
Positions of all 10 atoms, in Å:
O 2.285 -0.761 -0.321  -0.387
O 0.515 1.396 -0.252  -0.509
O -1.952 -1.046 -0.161  -0.488
C 0.209 0.252 0.307  0.325
C -1.144 -0.105 -0.270  0.014
C 1.187 -0.998 0.014  -0.046
H -0.190 2.200 0.012  0.401
H -1.583 0.826 -0.860  0.162
H -0.051 0.266 1.527  0.196
H 0.723 -2.030 0.004  0.331

---

Density functional theory data (wB97M-V/def2-TZVPD) for a structure of composition C33H33N6O6PS4Yb at a distorted geometry.

Computed properties:
Spin multiplicity ... 2
HOMO-LUMO gap (spin up / spin down) ... 5.229 / 5.224 eV
E_tot ... -140146.01410 eV
HOMO level (spin up / spin down) ... -3.69 / -3.68 eV
Total charge ... -1
LUMO energy (spin up / spin down) ... 1.543 / 1.542 eV

Each line ends with the Löwdin spin population.
Positions of all 84 atoms, in Å:
Yb -1.424 0.539 0.323  0.013
S -4.154 -3.479 1.984  0.000
S -3.724 -0.524 1.815  0.005
S -2.379 -2.217 -0.076  0.003
S 1.528 6.016 -1.493  0.000
P 0.521 -2.605 0.825  0.046
O -0.638 0.201 3.342  0.277
O 0.862 1.181 0.594  0.005
O 0.892 5.883 -2.831  0.000
O 2.232 7.272 -1.259  0.000
O 2.464 4.857 -1.296  0.000
O -0.945 0.433 -1.867  0.000
N -2.032 2.863 1.584  0.000
N 2.365 2.993 0.573  0.000
N -2.295 0.800 -3.648  0.000
N 1.658 1.969 -1.363  0.000
N -3.060 1.047 -1.444  0.000
N -5.322 1.226 -1.029  0.000
C 2.922 2.863 1.886  0.000
C 0.469 -3.711 5.192  0.006
C -0.524 -5.043 0.344  0.003
C 0.399 -2.384 4.859  0.024
C 1.595 2.022 -0.005  0.000
C 4.478 -1.344 0.673  0.000
C -1.901 4.430 -0.237  0.000
C -4.298 1.254 -1.899  0.000
C 0.572 -4.239 0.050  0.013
C 0.098 5.768 -0.416  0.000
C -0.444 4.744 1.694  0.000
C -1.077 5.234 -0.994  0.000
C 1.465 -4.733 -0.917  0.004
C -2.064 0.771 -2.311  0.000
C 3.537 -1.143 -1.503  0.000
C 4.639 -0.968 -0.653  0.000
C -0.798 -6.221 -0.334  0.000
C -3.497 -2.134 1.232  0.001
C 3.294 -1.926 1.127  0.000
C -0.028 -6.567 -1.443  0.003
C 0.732 -4.673 4.205  0.001
C 0.329 5.642 0.944  0.000
C 2.167 -2.014 0.306  0.003
C 0.758 -2.979 2.521  0.008
C 0.423 -2.026 3.514  0.115
C -4.519 1.511 -3.282  0.000
C 1.145 -5.829 -1.689  0.000
C -1.252 0.477 -4.603  0.000
C -0.158 -0.801 3.004  0.467
C 0.964 -4.287 2.901  -0.002
C 2.346 -1.674 -1.041  0.001
C -1.471 4.040 1.063  0.000
C -3.484 1.261 -4.129  0.000
H -5.421 1.994 -3.695  0.000
H 3.625 -0.915 -2.580  0.000
H 5.326 -1.272 1.338  0.000
H 1.950 2.814 -1.913  0.000
H 2.580 3.820 -0.036  0.000
H 1.278 -4.997 2.146  0.000
H 3.924 2.355 1.914  0.000
H 2.221 2.294 2.525  0.000
H 1.797 -6.109 -2.492  0.000
H -5.075 0.911 -0.077  0.000
H 3.278 -2.253 2.191  0.000
H 5.602 -0.594 -1.012  0.000
H 0.218 -1.591 5.589  0.000
H -1.276 5.461 -2.048  0.000
H -3.467 1.417 -5.223  0.000
H 0.773 -5.731 4.455  0.000
H 1.022 1.323 -1.834  0.000
H 1.132 6.254 1.373  0.000
H -1.900 2.699 2.603  0.000
H -0.697 -0.431 -4.353  0.000
H -2.787 3.958 -0.727  0.000
H 3.010 3.887 2.301  0.000
H -0.519 1.273 -4.720  0.000
H -1.729 0.324 -5.593  0.000
H -1.686 -6.817 -0.082  0.000
H 0.403 -4.005 6.223  0.002
H -3.042 2.858 1.368  0.000
H -0.329 -7.360 -2.085  0.000
H 1.557 -1.883 -1.780  0.000
H 2.442 -4.270 -1.117  0.000
H -6.260 0.979 -1.336  0.000
H -0.127 4.524 2.745  0.000
H -1.192 -4.695 1.141  0.000

---

Density functional theory data (wB97M-V/def2-TZVPD) for a structure of composition C31H29N6O5PW.

Computed properties:
Spin multiplicity ... 3
HOMO-LUMO gap (spin up / spin down) ... 7.996 / 7.379 eV
E_tot ... -62898.68226 eV
HOMO level (spin up / spin down) ... -14.35 / -14.36 eV
Total charge ... +2
LUMO energy (spin up / spin down) ... -6.357 / -6.985 eV

Each line ends with the Löwdin spin population.
Positions of all 73 atoms, in Å:
W -0.116 0.410 -0.553  1.701
P 0.488 -1.506 -2.300  -0.002
O 2.887 -0.834 0.958  0.005
O 1.843 0.044 -0.805  0.055
O 0.923 3.386 1.944  0.009
O -6.204 3.711 -0.068  0.001
O 0.654 2.051 0.173  0.050
N -4.651 0.705 -3.782  0.000
N -1.886 1.529 0.334  0.011
N -2.015 -0.296 -1.530  0.016
N -6.059 3.858 2.198  0.000
N -4.510 -1.119 -2.398  0.004
N 0.251 -0.108 1.494  0.027
C 0.499 1.044 -3.349  0.003
C 2.068 -2.375 -2.105  0.000
C 0.700 -0.301 -3.631  0.006
C 3.596 -4.104 -2.790  0.000
C -2.492 -3.396 -4.360  0.000
C 2.378 -3.452 -2.931  -0.001
C 1.202 0.324 -5.904  0.001
C -5.609 3.540 0.972  0.000
C -0.879 -3.900 -2.155  -0.001
C 4.185 -2.661 -0.961  0.000
C 4.496 -3.714 -1.809  0.000
C -0.687 -2.736 -2.905  -0.001
C 0.637 2.036 -4.306  0.000
C 2.990 -1.980 -1.132  0.001
C -2.680 -4.546 -3.608  -0.002
C -4.053 1.571 1.347  0.001
C 1.058 -0.654 -4.931  0.001
C -2.867 0.939 1.036  0.006
C -2.685 0.425 -2.422  0.005
C -1.500 -2.491 -4.011  -0.002
C -2.059 2.813 -0.039  0.011
C 2.601 -0.879 -0.224  0.009
C 0.678 2.311 1.502  0.012
C 0.292 1.108 2.353  0.011
C 0.992 1.661 -5.596  -0.001
C -3.812 -1.828 -1.531  0.003
C -4.259 2.865 0.888  0.004
C -3.230 3.501 0.204  0.001
C -3.962 0.004 -2.870  0.000
C -2.560 -1.442 -1.081  0.023
C -1.870 -4.800 -2.508  0.000
H -3.112 -3.206 -5.225  0.000
H 4.865 -2.354 -0.178  0.000
H -3.448 -5.254 -3.886  0.000
H 1.488 0.041 -6.907  0.000
H -0.248 -4.113 -1.299  0.000
H -1.224 3.283 -0.543  0.001
H 0.291 1.456 -2.333  0.006
H -5.491 3.767 3.021  0.000
H 3.837 -4.930 -3.445  0.000
H -2.694 -0.083 1.349  0.002
H -2.231 1.337 -2.787  0.001
H -6.954 4.317 2.272  0.000
H 0.503 3.077 -4.048  0.000
H -3.341 4.513 -0.158  0.000
H 1.228 -1.692 -5.186  0.000
H -1.981 -2.056 -0.404  0.008
H -5.588 0.410 -4.004  0.000
H -4.259 -2.747 -1.169  0.000
H 1.675 -3.796 -3.678  0.000
H 1.118 2.416 -6.360  0.000
H -1.355 -1.603 -4.615  0.000
H -0.695 1.297 2.775  0.000
H -0.319 -0.835 1.921  0.010
H 5.437 -4.234 -1.700  0.000
H 0.997 0.977 3.173  -0.001
H -4.812 1.041 1.906  0.000
H -4.349 1.611 -4.091  0.000
H 1.233 -0.470 1.484  0.006
H -2.006 -5.705 -1.932  0.000

---

Density functional theory data (wB97M-V/def2-TZVPD) for a structure of composition CH8N5O at a distorted geometry.

Computed properties:
HOMO-LUMO gap ... 10.604 eV
E_tot ... -10652.72821 eV
HOMO level ... -14.10 eV
Total charge ... +1
LUMO energy ... -3.492 eV

Each line ends with the Mulliken charge.
Positions of all 15 atoms, in Å:
O -1.453 -1.308 0.629  -0.375
N 1.403 -0.840 -1.278  -0.362
N 1.263 -1.015 1.035  -0.503
N -0.947 -0.297 -0.276  -0.318
N -0.117 1.855 -0.045  -0.640
N -1.013 0.973 0.560  0.054
C 0.887 -0.693 -0.085  0.517
H 0.697 -0.695 -1.971  0.262
H -0.072 1.874 -1.081  0.327
H 0.693 -0.815 1.835  0.247
H 2.375 -1.000 -1.611  0.250
H -1.709 -1.935 -0.086  0.397
H -2.056 1.313 0.540  0.403
H -0.813 0.874 1.635  0.397
H 0.861 1.709 0.198  0.345

---

Q: Number 4 is which compound?
A: C33H33N6O6PS4Yb

---

Q: The lowest E_tot belongs to which entry?
A: C33H33N6O6PS4Yb

---

Q: Among the records above, which one has the highest E_tot?
A: C3H4O3